102
Properties=species:S:1:pos:R:3 method="wB97M-V/def2-TZVPD" charge=+1
Hg -0.4952 1.0592 -1.6662
N -1.4949 -0.2494 -0.2732
S -1.2651 -1.8097 -0.2851
O -2.0131 -2.5304 -1.2466
O -0.9281 -2.3836 0.9519
F 0.2061 -1.7918 -0.9707
S -2.6257 -0.1436 1.0028
O -2.1957 0.2491 2.2775
O -3.6360 -1.1152 0.8670
F -3.3016 1.1408 0.3417
C -4.3009 3.7126 1.8962
C -4.1455 4.4695 3.1970
O -5.1089 4.0250 4.1406
O -5.4619 4.0891 1.1866
H -4.4491 2.6597 2.1402
H -3.4249 3.7819 1.2346
H -4.2681 5.5397 2.9819
H -3.1934 4.2995 3.6998
H -5.9513 4.4670 4.0057
H -5.3109 4.8899 0.6780
C 2.9744 -3.2293 -0.1452
C 3.3080 -1.7803 0.0420
O 4.5955 -1.3538 -0.4104
O 3.6292 -4.1082 0.7444
H 3.2763 -3.4139 -1.1868
H 1.9067 -3.3329 0.0241
H 3.2509 -1.5549 1.1184
H 2.5720 -1.0941 -0.4036
H 4.6701 -0.4010 -0.3255
H 4.5568 -3.8496 0.7531
C 0.7969 -2.8329 3.7206
O 1.5952 -1.7298 3.3562
C 1.3774 -0.6302 4.1930
C 2.5206 0.3741 4.0515
N 3.1153 0.8500 5.2887
C 2.4122 1.8696 6.0615
C 0.9934 1.6532 6.5847
O 0.8656 1.0546 7.8626
C 1.4122 -0.2478 7.9989
H -0.2752 -2.6251 3.7674
H 1.1546 -3.2855 4.6537
H 0.9434 -3.6090 2.9675
H 1.4215 -0.9640 5.2385
H 0.3834 -0.1716 4.0606
H 2.3880 1.2030 3.3601
H 3.3453 -0.2323 3.6520
H 3.5152 0.1361 5.8760
H 2.3183 2.6781 5.3196
H 3.0318 2.2372 6.8788
H 0.2988 1.1625 5.8874
H 0.5858 2.6532 6.7616
H 1.5908 -0.4313 9.0554
H 2.3351 -0.3689 7.4375
H 0.6678 -0.9812 7.6628
C 0.4683 1.9999 1.4614
O -0.3342 2.3532 0.3082
C -0.6450 3.7068 0.1332
C -1.3481 3.8265 -1.2129
N -0.4520 3.2851 -2.3004
C -1.0877 3.4033 -3.6468
C -2.3878 2.6532 -3.8106
O -2.2236 1.3933 -3.1982
C -3.3754 0.5464 -3.1379
H -0.1876 1.7872 2.3023
H 1.1378 2.8139 1.7371
H 1.0351 1.1265 1.1518
H 0.2481 4.3427 0.1337
H -1.3150 4.0488 0.9254
H -1.4788 4.8683 -1.5168
H -2.3137 3.3244 -1.1666
H 0.3718 3.8777 -2.3299
H -0.3458 3.0948 -4.3820
H -1.2825 4.4669 -3.8312
H -2.6685 2.6559 -4.8695
H -3.2700 3.1049 -3.3342
H -3.0977 -0.3532 -2.5889
H -3.7060 0.2551 -4.1328
H -4.1744 1.0130 -2.5544
C -1.9384 -1.1156 -6.2529
O -1.1665 -1.7009 -5.2203
C -1.6023 -3.0353 -4.9459
C -0.6257 -3.6542 -3.9530
N 0.7039 -3.6462 -4.5988
C 1.8042 -3.9065 -3.6887
C 3.1695 -3.8130 -4.3495
O 3.2186 -2.7301 -5.2478
C 4.5072 -2.5316 -5.7486
H -2.9680 -1.4896 -6.2205
H -1.5127 -1.3612 -7.2297
H -1.9232 -0.0387 -6.0829
H -1.5757 -3.5820 -5.8939
H -2.5806 -2.9469 -4.4596
H -0.8630 -4.6485 -3.5644
H -0.5593 -2.9235 -3.1473
H 0.7156 -4.3953 -5.2858
H 1.7394 -4.9463 -3.3175
H 1.7517 -3.2602 -2.8114
H 3.3806 -4.7504 -4.8906
H 3.9680 -3.7288 -3.5987
H 4.4716 -1.7704 -6.5276
H 4.9390 -3.4378 -6.1960
H 5.2095 -2.1851 -4.9759

Molecular formula: C22H57F4HgN5O18S4
Method: DFT, wB97M-V/def2-TZVPD

```
111
C22H57F4HgN5O18S4 | the Open Molecules 2025 dataset | wB97M-V/def2-TZVPD
Hg 2.4785 -0.9607 2.7826
N 2.0148 -1.7661 0.7327
S 0.8581 -2.8538 0.5548
O 1.2108 -4.1585 0.9697
O -0.0285 -2.6460 -0.5314
F -0.0502 -2.3891 1.8212
S 2.8211 -2.0055 -0.7268
O 2.4453 -1.1928 -1.8069
O 3.1933 -3.3187 -1.0537
F 4.1418 -1.3137 -0.1771
N 3.1063 -2.8670 3.5486
S 2.0755 -3.8046 4.4616
O 2.2527 -3.6515 5.8461
O 1.8016 -5.0787 3.9584
F 0.8106 -2.9177 4.0936
S 4.4014 -3.7881 3.2779
O 4.2420 -4.8360 2.3605
O 5.1624 -3.9132 4.4537
F 5.2261 -2.6921 2.4519
C -2.8694 0.1971 3.3134
C -3.7985 0.7405 4.3910
O -3.8819 2.1609 4.3521
O -1.8492 1.2045 3.1657
H -3.3335 -0.0393 2.3531
H -2.3568 -0.7053 3.6569
H -3.3889 0.4484 5.3656
H -4.8058 0.3438 4.2836
H -3.0305 2.4616 4.0061
H -1.0773 0.8542 2.7087
C 5.9719 1.0433 -2.1262
C 5.6917 2.0119 -1.0101
O 4.2976 2.1585 -0.6933
O 5.4670 1.5206 -3.3741
H 5.4627 0.1128 -1.8368
H 7.0244 0.7907 -2.2526
H 6.0481 3.0240 -1.2008
H 6.2528 1.6145 -0.1500
H 4.1609 1.5193 0.0103
H 4.5560 1.2152 -3.4301
C 5.7799 3.8134 -12.8324
O 5.5370 3.8707 -11.4551
C 4.5944 2.8958 -11.0141
C 4.5978 2.9607 -9.5268
N 3.6265 2.0828 -8.9133
C 3.8693 1.9002 -7.4835
C 2.7106 1.2153 -6.8159
O 2.9940 1.0218 -5.4604
C 2.0170 0.1795 -4.8581
H 6.7269 4.2997 -13.0665
H 4.9757 4.3344 -13.3644
H 5.8899 2.7843 -13.1970
H 4.9617 1.9278 -11.3770
H 3.6089 3.0867 -11.4608
H 4.5797 4.0184 -9.2014
H 5.5910 2.7227 -9.1249
H 2.7010 2.4785 -9.0537
H 4.0614 2.8582 -6.9673
H 4.8349 1.3899 -7.4108
H 2.4330 0.3203 -7.3904
H 1.8500 1.8968 -6.9375
H 2.2211 0.1360 -3.7823
H 2.1052 -0.7935 -5.3465
H 0.9688 0.5127 -4.8307
C -8.5830 -6.1248 2.3819
O -7.8160 -5.0585 2.8497
C -8.0143 -4.9012 4.2460
C -7.3982 -3.6101 4.7524
N -5.9698 -3.4570 4.3867
C -5.0807 -4.0895 5.3736
C -3.6676 -4.0109 4.8818
O -3.4791 -4.9467 3.8316
C -2.3324 -4.6669 3.1048
H -8.4590 -6.1761 1.2984
H -9.6546 -6.1005 2.5957
H -8.1957 -7.0919 2.7365
H -7.5582 -5.7840 4.7356
H -9.0424 -4.9715 4.6352
H -7.4962 -3.5989 5.8370
H -7.8878 -2.7715 4.2515
H -5.8288 -3.9274 3.4963
H -5.3185 -5.1530 5.5266
H -5.1983 -3.5520 6.3160
H -2.9058 -4.2109 5.6552
H -3.3716 -3.0182 4.5270
H -2.4303 -3.7912 2.4412
H -2.1143 -5.4470 2.3729
H -1.4417 -4.5394 3.7316
C -3.7922 5.1036 4.4098
O -2.5479 4.6377 3.9335
C -1.5066 5.5839 4.0403
C -0.1841 4.8498 3.7782
N -0.2818 3.7595 2.8416
C -0.6307 4.1045 1.4751
C -0.7233 2.9000 0.5431
O 0.3444 2.0205 0.8352
C 0.5447 1.0860 -0.1817
H -3.7345 5.4036 5.4644
H -4.5028 4.2882 4.3216
H -4.0778 5.9998 3.8457
H -1.4480 5.9914 5.0552
H -1.6617 6.3518 3.2711
H 0.1364 4.4030 4.7227
H 0.5849 5.5685 3.4869
H -1.0347 3.1764 3.1945
H 0.0167 4.8802 1.0656
H -1.6565 4.5103 1.5286
H -0.6822 3.2254 -0.5023
H -1.7141 2.4322 0.6288
H 0.6016 1.4972 -1.1918
H -0.2057 0.2779 -0.1648
H 1.4597 0.5105 -0.0460
```

Mulliken atomic charge list, values in e, 4 entries: 1.63, 0.07, 0.90, -0.50

92
Properties=species:S:1:pos:R:3 method="wB97M-V/def2-TZVPD" e_above_lowest_kj_mol=602.7 smiles=COCCNCCOC.COCCNCCOC.COCCNCCOC.OCCO.OCCO
C -19.1240 -2.4590 -7.6530
O -19.0920 -1.9800 -6.3440
C -20.3880 -1.7480 -5.7990
C -20.2440 -0.6700 -4.6510
N -21.5750 -0.0840 -4.3880
C -22.5210 -1.0370 -3.7940
C -23.5770 -1.4240 -4.8310
O -24.6260 -1.9240 -4.3910
C -25.6670 -2.3290 -5.3220
H -19.5380 -3.3530 -7.5910
H -18.1460 -2.3790 -7.9260
H -19.7130 -1.9160 -8.4730
H -20.8310 -2.6970 -5.5490
H -21.0390 -1.3990 -6.5750
H -19.4670 0.1560 -4.8920
H -19.8960 -1.2710 -3.8010
H -21.2990 0.5210 -3.5830
H -22.9830 -0.3450 -3.0200
H -22.1390 -1.9830 -3.3820
H -23.0030 -2.1380 -5.4450
H -23.7680 -0.6550 -5.5020
H -26.5890 -2.4660 -4.6610
H -25.3260 -3.4020 -5.5440
H -25.9330 -1.6840 -6.1290
C -20.5670 -8.1460 0.8770
O -19.7820 -7.7290 -0.2320
C -20.1820 -6.3950 -0.6340
C -19.6470 -6.2370 -2.0230
N -20.0280 -4.9990 -2.5930
C -19.4970 -4.8860 -3.9100
C -20.3840 -5.4540 -4.9850
O -20.1010 -5.1780 -6.1610
C -19.1210 -5.8800 -6.7440
H -20.0870 -9.0410 1.2990
H -21.5670 -8.2870 0.6290
H -20.6830 -7.4080 1.6570
H -19.8450 -5.6490 0.1360
H -21.3170 -6.2900 -0.7000
H -19.9510 -6.9600 -2.7170
H -18.6000 -6.1780 -1.9380
H -19.5480 -4.2550 -1.9950
H -18.4740 -5.3120 -4.0030
H -19.3570 -3.8820 -4.2430
H -21.3520 -4.9600 -4.9020
H -20.5880 -6.6110 -4.8060
H -19.0170 -5.5470 -7.7780
H -19.3990 -6.8700 -7.0220
H -18.1920 -5.8260 -6.2770
C -25.8590 -0.5100 -1.6200
O -25.0480 -0.5040 -0.4490
C -24.2230 -1.6430 -0.3460
C -24.9140 -2.8120 0.3090
N -24.0310 -4.0050 0.5950
C -24.7380 -5.2300 0.9640
C -23.7750 -6.4000 0.8610
O -24.0740 -7.5790 1.1470
C -24.6950 -8.2700 0.0570
H -26.5070 0.3610 -1.5300
H -26.4950 -1.4390 -1.6110
H -25.2520 -0.4230 -2.5660
H -23.3450 -1.3590 0.2120
H -23.7970 -1.8170 -1.3600
H -25.8730 -2.9630 -0.1890
H -25.1320 -2.4550 1.2860
H -23.5490 -4.1630 -0.2740
H -25.4240 -5.4440 0.1380
H -25.2330 -5.1810 1.9490
H -22.9850 -6.1520 1.6300
H -23.2330 -6.3750 -0.0460
H -24.7680 -9.2810 0.4180
H -24.0540 -8.1460 -0.7930
H -25.7190 -7.8920 -0.2220
C -22.8960 -7.8720 -5.5300
C -23.9910 -8.7180 -5.2080
O -23.5900 -9.8110 -4.4700
O -23.5120 -6.6830 -5.9640
H -22.3100 -8.3920 -6.2760
H -22.2380 -7.6760 -4.7260
H -24.7490 -8.9150 -5.9790
H -24.6090 -8.3100 -4.4320
H -22.8720 -10.1220 -4.9430
H -23.2490 -6.5390 -6.8830
C -23.4020 -4.3700 -2.9140
C -23.9420 -5.6450 -2.7810
O -24.9040 -5.8530 -3.7470
O -22.4620 -4.0720 -1.9680
H -24.2000 -3.6230 -2.8220
H -23.0800 -4.2550 -3.9680
H -24.4460 -5.9000 -1.9200
H -23.2420 -6.4400 -2.8210
H -24.5260 -6.3270 -4.5280
H -21.6230 -4.5480 -2.2110

93
Properties=species:S:1:pos:R:3 method="wB97M-V/def2-TZVPD" e_above_lowest_kj_mol=227.8 smiles="CN(C)P(=O)(N(C)C)N(C)C.CN(C)P(=O)(N(C)C)N(C)C.COCCOCOC[C@@H](C)C(C)C"
C -7.5008 2.6820 4.8731
O -7.3244 4.0820 4.6513
C -6.6389 4.3739 3.4401
C -5.1671 4.8669 3.7199
O -4.3090 3.8301 4.2190
C -4.2244 2.7634 3.2961
O -3.0268 2.0247 3.4282
C -3.2847 0.6167 3.3716
C -3.8472 0.1247 1.9930
C -2.6296 0.0845 0.9649
C -4.5583 -1.2993 2.1005
C -3.7829 -2.3082 3.0121
C -4.7872 -1.8001 0.6260
H -6.8194 2.3207 5.6835
H -8.5695 2.5369 5.1874
H -7.3523 2.0450 3.9690
H -6.6946 3.5719 2.6662
H -7.1618 5.2655 2.9910
H -4.7072 5.3545 2.8139
H -5.1785 5.6654 4.5052
H -4.2547 3.1853 2.2503
H -5.1024 2.0666 3.4188
H -3.8945 0.2618 4.2500
H -2.2818 0.1276 3.4983
H -4.6041 0.8029 1.5311
H -1.9706 0.9473 1.2588
H -2.0939 -0.8895 0.9774
H -3.0010 0.3513 -0.0586
H -5.5680 -1.0942 2.5516
H -4.3299 -3.2906 2.9689
H -2.7372 -2.5170 2.6905
H -3.8248 -2.0071 4.0921
H -5.2092 -0.9339 0.0509
H -5.5479 -2.6250 0.6732
H -3.8637 -2.1723 0.1247
O -2.3246 -1.7657 -2.9819
P -0.9170 -2.0912 -3.5143
N -0.7973 -3.5837 -2.6571
C 0.3568 -4.1801 -2.0219
C -1.6972 -4.6374 -3.1278
N -0.1595 -0.7650 -2.6975
C 0.2662 -0.8904 -1.3209
C -0.8756 0.5009 -2.8703
N 0.6103 -2.4035 -4.3332
C 0.5873 -3.3753 -5.4192
C 1.9424 -1.9478 -3.9823
H 1.0372 -4.6652 -2.7355
H 0.0396 -4.9462 -1.3092
H 0.9307 -3.4724 -1.4310
H -1.2872 -5.1533 -4.0052
H -2.6691 -4.2261 -3.4082
H -1.8882 -5.3766 -2.3461
H -0.4988 -1.3437 -0.6829
H 0.5327 0.0787 -0.8921
H 1.1893 -1.4707 -1.2599
H -1.7378 0.5883 -2.1998
H -1.2372 0.6034 -3.8962
H -0.2070 1.3474 -2.6832
H 0.9651 -4.3504 -5.0915
H 1.1855 -3.0411 -6.2713
H -0.4299 -3.5159 -5.7915
H 2.3299 -2.4666 -3.1015
H 1.9879 -0.8736 -3.8119
H 2.6533 -2.1339 -4.7937
O 6.1489 -0.3560 -2.1628
P 5.6906 0.1625 -0.7876
N 4.9347 1.5834 -1.4057
C 4.8834 2.9036 -0.8178
C 3.7320 1.3613 -2.2062
N 7.3025 0.4472 -0.2175
C 8.0062 1.6783 -0.5430
C 8.2089 -0.6804 -0.4468
N 5.0924 0.5192 0.8326
C 3.6823 0.2484 1.0947
C 5.7610 1.1963 1.9235
H 4.1377 2.9876 -0.0149
H 4.6209 3.6437 -1.5784
H 5.8419 3.2338 -0.4290
H 2.8535 1.2100 -1.5655
H 3.8327 0.4816 -2.8454
H 3.5366 2.2022 -2.8762
H 7.9324 1.9303 -1.6061
H 9.0647 1.6075 -0.2838
H 7.6378 2.5104 0.0590
H 8.5859 -0.7111 -1.4754
H 7.7045 -1.6287 -0.2465
H 9.0654 -0.6268 0.2323
H 3.0873 1.1676 1.0448
H 3.5336 -0.2068 2.0779
H 3.2756 -0.4568 0.3659
H 5.8453 2.2713 1.7445
H 6.7517 0.7899 2.1196
H 5.2096 1.0731 2.8614

Listing orbital gap for the structures above in their given order: 4.75, 3.34, 8.53, 7.42 eV.
Listing HOMO energy for the structures above in their given order: -0.37790, -0.32650, -0.30805, -0.29772 Eh.
Listing E_LUMO for the structures above in their given order: -5.53, -5.54, 0.15, -0.68 eV.